# C27H34F2N3OS4Sm

A molecular structure, C27H34F2N3OS4Sm (wB97M-V/def2-TZVPD, OMol25).

Structure (XYZ):
```
72
Properties=species:S:1:pos:R:3:forces:R:3:mulliken_charge:R:1
H 1.292190 0.109965 -4.738122 -0.6 -1.1 0.5 0.466
H -2.416886 -4.365022 3.116132 0.2 0.1 0.0 0.441
C 2.197870 1.940369 2.198768 -0.9 -0.9 -0.3 0.090
C -4.688658 -2.461314 1.433423 0.2 -0.3 -0.6 -0.845
H 5.774889 1.079025 -1.707978 -0.3 0.2 0.0 0.268
C 0.425025 -0.350658 -4.167797 0.8 -0.1 -1.7 -1.023
H -0.070427 3.124388 -2.651974 0.7 0.5 -0.2 -0.245
N -2.424058 -1.968566 0.727425 0.5 0.0 -0.6 0.281
H 4.199726 1.669813 -2.367265 0.7 0.3 0.4 0.382
H 0.649826 -2.477563 -4.698862 0.0 0.2 0.3 0.534
H 4.131654 -1.829855 -0.783250 -0.1 -0.1 0.5 0.300
H -3.647114 -0.939167 -3.197783 -1.2 -0.2 -0.2 0.724
S 0.293045 0.672984 -2.716129 1.4 1.3 -0.7 0.407
H 3.798238 3.138037 2.767649 0.7 -0.4 -0.1 0.429
C -0.756326 1.952124 -3.320388 -1.0 -2.9 1.6 -1.171
H -4.308648 0.567525 4.600769 -0.9 0.1 0.7 0.444
C -0.994128 0.534060 2.590628 -0.2 0.6 0.2 0.476
C -1.873668 -2.829661 1.605488 -3.3 -1.4 1.5 0.690
C -2.113703 1.356534 2.195355 1.2 -0.4 -0.9 -0.125
C -1.144728 -0.255277 3.727940 -0.9 -1.0 0.1 0.279
H -5.749189 -2.294786 1.249075 0.2 0.0 0.2 0.413
H 3.705038 -0.697499 4.663812 -0.5 -0.1 -0.8 0.347
C -3.777949 -1.828897 0.593309 0.9 -1.0 2.0 -0.338
H -2.056842 -2.605354 -4.224683 0.1 -0.1 1.2 0.410
H -2.315621 -0.281988 -4.125541 0.0 -0.8 1.6 0.262
H -0.450590 -1.103940 3.824439 -0.3 0.8 0.6 -0.022
C 4.760419 1.404837 -1.446102 -0.2 -0.4 -1.8 -0.885
C -2.112191 1.778646 -2.723390 0.4 0.5 0.6 -0.894
C 3.273636 -0.069066 3.863001 -0.4 0.7 0.0 -1.014
C -2.594083 -0.847476 -3.166504 1.1 0.0 -0.6 -1.031
H 5.195676 -0.913913 0.372134 0.1 -0.2 0.1 0.298
H -0.402394 -0.162281 -4.897475 0.2 -0.4 1.1 0.402
H 1.812408 2.749716 1.578343 -0.3 -0.2 0.2 0.435
F 1.875291 4.026299 -2.982444 -1.7 -0.2 0.6 -0.325
H 1.279983 -0.973953 3.582203 0.5 -0.5 0.2 0.141
H 0.078491 4.991006 -2.690579 0.6 -0.6 0.6 0.160
C 1.974929 -0.193344 3.331543 0.6 0.4 -0.3 0.213
O 2.062988 -0.799948 -0.612429 1.7 1.6 0.3 -0.634
H -4.077313 -1.146592 -0.159303 -0.3 0.6 -0.5 0.491
H -4.182369 1.838732 2.511231 -0.2 0.4 -0.1 0.440
H -4.798333 -4.063208 3.014693 -0.3 0.5 -0.3 0.388
H -2.357524 -0.705597 5.470134 -0.2 -0.4 -0.2 0.399
H -2.028313 1.949088 1.272356 0.1 -0.2 0.4 0.414
H 1.708616 -1.832726 -3.415614 -0.1 -0.5 0.1 0.215
N 0.221634 0.492790 1.845632 -2.3 -0.1 -2.6 0.085
C 0.550690 4.017731 -2.360671 1.7 2.3 -0.5 0.578
N 4.051527 0.244363 -0.942192 1.4 -0.7 0.8 0.315
C -2.802825 -3.611545 2.442675 -1.3 1.3 -1.0 -0.867
H 5.001463 1.182879 3.942696 0.1 0.1 0.1 0.422
Sm -0.146771 -0.896259 -0.070402 -0.8 0.6 1.6 0.044
C -2.030273 -2.288566 -3.135835 -0.1 0.6 -1.8 -0.728
C 3.426937 2.117272 2.800150 -0.1 -0.4 0.1 -0.672
C 4.009740 1.069250 3.529646 -0.1 0.4 0.3 -0.545
H -0.660399 2.049134 -4.356363 0.0 0.0 -1.6 0.781
C 0.691738 -1.820566 -3.818790 0.1 0.2 0.0 -0.715
H -2.303151 2.559779 -1.960486 -0.5 -0.3 -0.3 0.393
H -2.856857 1.761352 -3.518752 -0.6 0.2 0.5 0.318
S -0.210371 -3.113149 1.822330 0.9 0.6 -0.9 -0.416
C -3.389444 0.584167 4.084278 0.9 0.1 -1.4 -0.534
H 5.589249 -1.116910 -1.385142 0.1 0.2 0.3 0.376
H -2.661707 -2.964372 -2.576009 -0.2 -0.1 0.2 0.471
C 1.441917 0.739418 2.406733 2.0 0.4 1.7 -0.222
H 2.254618 1.228543 -0.613044 0.4 0.2 -0.4 0.635
C -3.306233 1.339761 2.873210 0.5 -1.4 1.6 -0.736
C -2.336014 -0.222561 4.503588 0.8 1.2 -0.8 -1.079
C -4.210062 -3.406617 2.374461 2.8 -0.1 -0.5 -0.347
S -0.377420 -2.572742 -2.487435 0.6 0.3 -1.0 -0.058
S -2.295179 0.191957 -1.700107 -1.8 0.6 -0.7 0.177
C 2.785642 0.278755 -0.719269 -3.0 -1.8 0.3 0.106
F 0.801866 4.001887 -1.025190 0.1 0.3 0.6 -0.219
C 4.802324 -0.994140 -0.634132 -0.2 0.4 -1.2 -0.953
H 4.808478 2.262892 -0.817816 -0.1 0.4 0.9 0.306
```
Forces are in eV/Å.

Output
Expectation value of S² = 8.7644
2S+1 = 6
Energy relative to the best compared isomer or geometry (same formula, charge and spin) = 95.73 kcal/mol
Frontier orbital gap (spin up / spin down) = 0.2089 / 0.2186 Eh
Charge = 0

=====

# C17H18Cl2NOS4Y

A molecular structure, C17H18Cl2NOS4Y (wB97M-V/def2-TZVPD, OMol25).

Structure (XYZ):
```
44
Properties=species:S:1:pos:R:3:forces:R:3:mulliken_charge:R:1
H -3.227067 4.626626 -2.216676 0.0 0.0 0.0 0.326
C 3.206975 -2.580558 -3.390902 0.0 0.0 0.0 0.438
C 2.363632 -1.942258 -2.468147 -0.1 0.0 -0.1 -0.208
H 2.233322 -1.396488 4.345096 0.0 0.0 0.0 0.413
H 1.188215 -2.047898 6.961040 0.0 0.0 0.0 0.325
C -2.799361 4.205891 -4.325531 0.0 0.0 0.0 -0.572
H -2.024134 5.713607 -2.949093 0.0 0.0 0.0 0.395
C 0.232740 -1.621213 5.099739 0.0 0.0 0.0 0.737
H -0.224672 -4.185460 -2.623611 0.0 0.0 0.0 0.452
H 3.525708 -4.220307 -4.710087 0.0 0.0 0.0 0.442
C 0.859908 -0.190583 3.249234 0.0 0.0 0.0 -0.304
H -1.853772 -1.647276 5.590679 0.0 0.0 0.0 0.364
C 2.838193 -3.764458 -4.011737 0.0 0.0 0.0 -0.729
H -0.225717 -3.052103 6.639987 0.0 0.0 0.0 0.382
S -0.850714 0.802045 -3.564529 0.1 0.0 0.0 -0.289
H 1.294934 -3.352165 5.787507 0.0 0.0 0.0 0.371
C 1.143705 -2.580282 -2.245388 0.0 0.1 0.1 1.340
C -2.408484 4.698001 -2.927876 0.0 0.0 0.0 -0.458
H 1.621211 0.206254 2.588602 0.0 0.0 0.0 0.292
H 0.952827 2.592929 2.488245 0.0 0.0 0.0 0.347
Y 0.695617 0.713486 -1.298466 -0.4 -0.4 0.1 0.729
H -3.870132 4.309064 -4.487063 0.0 0.0 0.0 0.337
Cl 4.738503 -1.894789 -3.769469 0.0 0.0 0.0 -0.173
C -0.477640 0.179123 3.115787 0.0 0.0 0.0 0.723
Cl -0.017832 -1.859640 -1.096479 0.1 -0.1 0.0 -0.175
C 0.637834 -2.576775 6.180627 0.0 0.0 0.0 -1.394
H -0.341188 3.613343 1.749055 0.0 0.0 0.0 0.396
C -1.462292 -0.345074 3.942463 0.0 0.0 0.0 -0.510
O -0.303297 0.965483 0.594549 0.4 0.3 -0.4 -0.120
H -2.753150 2.189392 -5.137313 0.0 0.0 0.0 0.240
C -1.528434 2.353671 -3.541189 0.0 0.0 0.0 0.570
H -0.479638 3.066226 3.439028 0.0 0.0 0.0 0.421
C -1.094387 -1.236700 4.938477 0.0 0.0 0.0 -0.685
S -1.071412 3.572474 -2.400378 0.1 0.0 0.0 -0.132
H -2.268593 4.748259 -5.108409 0.0 0.0 0.0 0.301
C 1.613414 -4.350191 -3.741773 0.0 0.0 0.0 -0.375
N -2.428589 2.787353 -4.387373 0.0 0.0 0.0 -0.153
C -0.114332 2.807755 2.445169 0.0 0.0 0.0 -1.044
H 1.336221 -5.274364 -4.228647 0.0 0.0 0.0 0.402
C 1.200376 -1.091947 4.233685 0.0 0.0 0.0 -0.835
S 2.910026 -0.472407 -1.654060 -0.1 0.2 0.2 -0.376
S -1.007087 1.349918 1.930248 0.0 -0.1 0.1 0.268
C 0.739385 -3.752193 -2.847865 0.0 0.0 0.0 -0.916
H -2.500832 -0.065769 3.812826 0.0 0.0 0.0 0.436
```
Forces are in eV/Å.

Output
Energy relative to the best compared isomer or geometry (same formula, charge and spin) = 7.77 kcal/mol
Frontier orbital gap = 0.2652 Eh
Charge = +2

=====

# C44H56N8O10PS

8 unconnected molecules or ions with the total composition C44H56N8O10PS (wB97M-V/def2-TZVPD, OMol25).

Structure (XYZ):
```
120
Properties=species:S:1:pos:R:3:forces:R:3:mulliken_charge:R:1
C 6.008059 0.093861 -3.852729 0.0 0.0 0.0 -0.325
C -1.042451 1.078380 -2.086706 0.4 0.0 -0.3 -1.003
P 0.499746 1.574189 -1.103471 -0.4 -1.5 0.1 0.905
C 4.201347 -5.750600 -2.319240 0.0 0.1 -0.1 -0.505
N -5.982070 11.791892 1.097063 0.0 0.0 0.0 -0.570
H 2.489353 -7.990149 -0.469000 0.0 0.0 0.0 0.391
C -0.579225 -1.957605 1.195581 -0.1 0.1 -0.1 -0.459
H 9.894460 -6.774601 1.307138 0.0 0.0 0.0 0.360
H 2.695324 -3.438737 2.411135 0.0 0.0 0.0 0.537
C -4.078826 10.150257 2.296765 0.0 0.0 0.0 -0.352
C 4.677722 1.330753 -2.484600 0.0 0.1 -0.1 -0.217
H 1.779058 4.120192 -3.138697 0.1 -0.1 0.0 0.325
C -5.439919 10.764108 0.445020 -0.1 0.0 0.0 -0.337
H -1.544792 -3.775632 1.812631 0.1 0.1 0.0 0.632
C -4.733866 2.002143 0.530542 0.0 -0.1 -0.3 -0.430
H 1.188695 0.355824 -1.382566 0.1 0.2 -0.2 -0.082
C 8.940699 -6.382697 0.980243 0.0 0.0 0.0 -0.297
N 3.946187 -4.615403 -1.673141 -0.2 -0.1 0.0 -0.275
H -1.390898 -8.981021 5.405816 0.0 0.0 0.0 0.351
H -1.999174 6.792579 0.166375 0.2 0.0 0.1 0.410
H 4.248478 2.298697 -2.255273 -0.1 0.0 0.0 0.438
C 3.705655 -6.985581 -1.930215 0.0 0.0 0.0 -0.264
C -0.610091 -3.234323 1.742145 0.0 -0.1 0.1 -0.890
C 4.377547 0.231019 -1.692900 0.0 -0.1 0.1 -0.179
H 2.551189 -1.155932 1.405113 0.0 0.0 0.0 0.465
H -1.483957 -1.485276 0.823212 0.0 0.0 0.0 0.312
H 5.698677 -4.828047 -0.232804 0.1 0.0 0.1 0.254
H 0.584501 -4.784022 2.621938 0.0 0.1 0.0 0.972
C -0.649154 -7.282742 4.321528 0.0 0.0 0.0 -0.142
H -3.850168 -1.386273 -2.411485 0.1 0.1 0.1 0.423
H -1.436606 1.894299 -2.709863 -0.1 0.1 0.1 0.405
C -2.710252 1.541362 -0.506947 0.3 0.0 -0.1 -0.060
H -6.208280 3.538793 0.338726 -0.2 0.0 0.2 0.272
N 0.531672 -1.237728 1.080695 0.1 -0.1 0.0 -0.038
H -3.403496 6.052311 -3.438098 -0.1 0.2 -0.1 0.393
O 2.546844 2.974262 1.744781 0.2 -0.1 0.2 -0.519
H 6.221507 -2.001124 -3.430132 0.0 0.0 0.0 0.375
H -4.352602 -1.257446 0.001203 0.0 0.0 -0.1 0.611
C -4.631312 11.215791 2.990766 0.0 0.0 0.0 -0.384
H 2.957923 -3.748669 -0.097689 0.0 0.0 0.0 0.490
H -0.769285 0.281017 -2.780260 0.0 -0.1 0.1 0.446
O -4.085427 1.226821 -0.462564 -0.1 0.1 0.2 -0.261
H -5.918714 3.082296 -1.754670 0.2 0.1 -0.2 0.301
H 1.986088 -5.866776 0.754395 0.0 0.0 0.0 0.352
C -3.660876 -2.239392 -1.775858 0.0 0.0 -0.1 -0.267
C 6.584182 -6.567913 0.676163 0.0 0.0 0.0 -0.303
C 3.160629 -4.687014 -0.597633 0.0 0.1 -0.2 -0.165
C -5.575333 12.000711 2.347367 0.0 0.0 0.0 -0.241
C -0.617195 5.285622 -1.477960 0.1 0.1 0.0 -0.557
O -6.355511 2.349104 -1.322873 -0.3 -0.1 0.2 -0.556
H -2.274866 1.590656 0.499365 -0.1 -0.1 0.1 0.474
C -1.333888 -7.902278 5.355224 0.0 0.0 0.0 -0.667
H -0.164830 6.278832 -1.422815 0.1 0.0 -0.2 0.692
C -6.132807 2.483415 0.065839 0.5 0.1 0.0 -0.493
H -1.175858 5.124502 -0.550897 0.1 0.1 0.1 -0.174
H 4.719629 -1.879446 -1.445099 0.0 0.0 0.0 0.431
C 1.665695 -1.776371 1.514526 0.1 0.0 0.0 -0.208
C -2.894271 -4.465937 -1.402911 0.0 0.0 0.0 -0.397
C 8.856714 -5.118853 0.415719 0.0 0.1 0.0 -0.327
N -0.541259 -5.961788 4.195938 -0.1 -0.3 0.1 -0.174
C 7.775790 -7.121778 1.112618 0.0 0.0 0.0 -0.475
N 1.689983 2.336401 1.200360 -0.1 0.0 -0.4 0.325
C -1.128725 -5.208928 5.121513 0.0 0.1 -0.1 -0.112
H -4.090909 9.099722 0.411579 0.0 0.1 0.0 0.277
H -6.905987 1.931514 0.595039 -0.1 -0.1 -0.2 0.322
H 9.744940 -4.507077 0.296832 0.0 0.0 0.0 0.359
C 5.767333 -1.064755 -3.133276 0.0 0.0 0.0 -0.385
H 4.839301 -5.661055 -3.192250 0.0 0.0 0.0 0.340
O -2.083273 0.557965 -1.256659 -0.3 0.1 -0.1 0.050
H -4.129646 2.880435 0.772958 0.1 0.0 0.0 0.327
C -1.939070 -7.104243 6.313361 0.0 0.0 0.0 -0.135
C -1.598448 5.194024 -2.646305 0.3 0.0 0.0 0.035
H -1.009942 5.140778 -3.561629 -0.2 0.0 -0.1 0.414
H -0.073084 0.993985 0.047638 0.0 0.5 0.3 -0.191
H 0.166287 3.573706 -3.550215 -0.2 0.0 0.1 0.383
C -2.553451 6.377414 -2.837375 0.4 -0.5 0.1 -1.109
O -4.102991 5.942187 -0.773424 0.4 -0.4 0.3 -0.562
H 5.649830 -7.106529 0.759321 0.0 0.0 0.0 0.378
C 2.897307 -7.045052 -0.805804 0.0 0.0 0.0 -0.733
C 2.616726 -5.872083 -0.124001 0.0 0.0 0.0 -0.044
C -4.490248 9.915975 0.995666 0.0 0.0 0.0 0.126
H 6.657925 0.078325 -4.722825 0.0 0.0 0.0 0.327
O 1.279123 2.238399 -2.483290 0.1 0.4 0.3 -0.597
H -2.148131 4.256146 -2.577267 -0.1 0.0 0.0 -0.044
H 3.713986 0.341824 -0.845872 0.0 0.1 0.0 0.272
H -2.292518 -5.067423 6.919451 0.0 0.0 0.0 0.358
O -0.097626 3.135495 -0.689972 0.0 0.0 -0.2 -0.557
S -3.368945 7.001130 -1.397770 -1.3 0.2 -0.7 1.203
H -2.073020 7.206839 -3.350570 0.0 0.2 0.2 0.435
H -4.818066 1.397588 1.439422 -0.1 0.1 0.1 0.311
C 6.607303 -5.294183 0.122237 0.1 0.1 0.1 0.109
H -6.033231 12.842382 2.856925 0.0 0.0 0.0 0.333
H -0.160490 -7.871100 3.551655 0.0 0.0 0.0 0.391
H 1.352473 4.578998 -0.930366 0.0 0.0 0.2 0.302
H -4.338514 11.435354 4.008742 0.0 0.0 0.0 0.354
C -3.123231 -3.411858 -2.275289 0.0 0.0 0.0 -0.499
O -4.107710 8.153742 -1.812151 0.3 0.3 0.0 -0.660
H 3.947936 -7.875347 -2.495567 0.0 0.0 0.0 0.404
O -2.261604 7.533512 -0.401388 0.1 -0.1 0.0 -0.484
C 4.932623 -0.992134 -2.027784 0.0 0.0 0.1 -0.159
C 0.460314 4.186778 -1.432574 -0.6 -0.2 0.1 0.238
C 0.915638 3.563768 -2.753572 0.5 0.0 -0.3 -0.943
C -3.215595 -4.293967 -0.066742 -0.1 0.0 0.0 -0.308
N 7.720086 -4.573427 -0.009630 0.0 -0.1 0.0 -0.416
H -2.574275 2.529606 -0.969119 0.0 0.0 0.0 -0.142
H -3.050718 -5.095179 0.647672 0.0 0.0 0.0 0.458
N 5.479970 1.278940 -3.548062 0.0 0.0 0.0 -0.633
H 7.797576 -8.112500 1.549419 0.0 0.0 0.0 0.369
H -5.783378 10.611661 -0.571766 0.0 0.0 0.0 0.431
H -1.026171 -4.136818 4.987546 0.0 0.0 0.0 0.385
H -2.472309 -5.400127 -1.749113 0.0 0.0 0.0 0.424
H -2.483605 -7.548191 7.136893 0.0 0.0 0.0 0.368
O 2.016704 1.980806 -0.029629 0.2 0.4 0.0 -0.428
C -1.835356 -5.728303 6.196282 0.0 0.0 0.0 -0.713
H -2.881407 -3.503387 -3.326688 0.0 0.0 0.0 0.374
H -3.338559 9.512485 2.763591 0.0 0.0 0.0 0.381
C 0.577486 -3.790375 2.190050 0.2 0.0 -0.1 -0.096
C 1.744095 -3.045214 2.073153 -0.1 0.0 0.1 -1.191
C -3.945388 -2.168488 -0.420115 0.0 0.0 0.2 -0.323
N -3.729171 -3.170583 0.432732 -0.1 0.0 -0.1 -0.523
```
Forces are in eV/Å.

Output
Frontier orbital gap = 0.2673 Eh
Charge = -1

=====

Result set for maximum force: 3.87, 0.63, 1.52 eV/Å, one per record in the order listed.